No. 1
Formula: C17H24N2O4
Source: the OMol25 dataset
Level of theory: the ωB97M-V functional and the def2-TZVPD basis

Properties
frontier orbital gap = 7.84 eV
LUMO = -0.0185 Ha
energy relative to the best compared isomer or geometry (same formula, charge and spin) = 437.6 kcal/mol
structure (SMILES) = CCOCCCNC(=O)c1ccc(NC(=O)[C@H]2CCCO2)cc1

Cartesian coordinates (Å):
C 3.5146 -4.5928 2.6632
C 2.5527 -5.7810 2.4245
O 1.1943 -5.5842 3.0640
C 0.3528 -5.0646 2.2469
C -0.6027 -4.5163 3.0170
H -0.7295 -5.1053 4.1054
H -1.4396 -4.3180 2.7948
C -0.2850 -3.1430 3.6332
N -0.4340 -2.1421 2.6510
C 0.6669 -1.5182 1.8971
O 1.6432 -1.8846 2.2516
C 0.1335 -0.6845 0.9366
C -0.7593 0.2206 0.8517
C -1.2450 1.2446 0.0912
C -0.4155 1.2069 -1.1903
C 0.8379 0.4840 -1.1061
C 1.2066 -0.3863 -0.2800
H 2.0102 -1.0496 -0.2461
H 1.2287 0.6043 -2.1467
N -0.6321 2.2355 -2.0139
C -1.6685 3.0017 -2.2951
O -2.5267 3.3015 -1.2399
C -1.6298 3.8998 -3.4947
C -1.9133 5.3943 -3.2294
H -2.4537 5.3881 -2.4509
C -0.7446 6.1742 -3.8826
H -0.6368 6.4346 -4.9651
C 0.2255 5.0723 -3.7056
H 0.8534 4.9693 -2.5984
H 1.2882 5.2750 -4.3976
O -0.3595 3.8271 -4.1114
H -0.5223 6.8698 -3.2901
H -2.8546 5.6359 -3.9967
H -2.0919 3.2959 -4.3638
H 0.0849 2.1611 -2.9127
H -2.2057 1.9188 0.2336
H -1.5698 0.1744 1.7797
H -1.2349 -1.6673 2.6010
H -0.8150 -2.7511 4.6239
H 0.7914 -3.1253 4.1362
H 0.9189 -4.1859 1.6879
H -0.0654 -5.8207 1.9506
H 2.5132 -6.2466 1.5178
H 3.1697 -6.7881 3.0238
H 2.9506 -3.9154 2.2646
H 3.7414 -4.3831 3.5532
H 4.5130 -4.7814 2.0264

Forces on atoms 1 to 6 (eV/Å):
C 1.6 -6.4 -7.4
C 1.9 -2.9 6.9
O 9.4 -3.0 3.8
C 4.8 8.2 -2.6
C 4.6 1.7 12.8
H 0.2 0.5 -3.0

=====

No. 2
Formula: C17H24N2O4
Source: the OMol25 dataset
Level of theory: the ωB97M-V functional and the def2-TZVPD basis

Properties
frontier orbital gap = 9.32 eV
LUMO = 0.0249 Ha
energy relative to the best compared isomer or geometry (same formula, charge and spin) = 23.6 kcal/mol
structure (SMILES) = CCOCCCNC(=O)c1ccc(NC(=O)[C@H]2CCCO2)cc1

Cartesian coordinates (Å):
C -7.3498 -2.6357 0.8899
C -6.7916 -1.2797 0.4871
O -5.3830 -1.3728 0.4478
C -4.7084 -0.1458 0.3195
C -4.7808 0.4543 -1.0902
H -5.8064 0.7475 -1.3190
H -4.4761 -0.3083 -1.8113
C -3.8837 1.6863 -1.2196
N -2.4908 1.3703 -1.0196
C -1.8035 1.7745 0.0769
O -2.2797 2.5265 0.9066
C -0.4049 1.2673 0.1712
C 0.0028 0.0374 -0.3371
C 1.3104 -0.3872 -0.2008
C 2.2396 0.4188 0.4524
C 1.8319 1.6437 0.9817
C 0.5244 2.0557 0.8467
H 0.1945 2.9960 1.2614
H 2.5471 2.2642 1.5031
N 3.5714 0.0471 0.6150
C 4.2256 -1.0455 0.1590
O 3.7598 -1.9341 -0.5204
C 5.7004 -1.0702 0.6103
C 6.6169 -1.3724 -0.5780
H 6.1054 -1.9860 -1.3159
C 6.9419 0.0359 -1.0697
H 7.8673 0.0891 -1.6373
C 7.0263 0.8054 0.2468
H 6.7552 1.8599 0.1513
H 8.0339 0.7379 0.6767
O 6.1092 0.1836 1.1403
H 6.1241 0.4183 -1.6823
H 7.5210 -1.8823 -0.2454
H 5.7787 -1.8269 1.4007
H 4.1572 0.6835 1.1493
H 1.6199 -1.3419 -0.5922
H -0.7038 -0.6234 -0.8186
H -2.0594 0.7374 -1.6730
H -4.0146 2.1360 -2.2098
H -4.1433 2.4234 -0.4556
H -5.0911 0.5832 1.0489
H -3.6678 -0.3682 0.5711
H -7.1892 -0.9902 -0.4973
H -7.0926 -0.5110 1.2161
H -6.9672 -2.9173 1.8668
H -8.4349 -2.5959 0.9266
H -7.0424 -3.3885 0.1696

Forces on atoms 1 to 6 (eV/Å):
C 0.2 0.4 -0.1
C -0.2 -0.1 0.0
O -0.1 -0.3 0.0
C 0.1 0.2 -0.2
C 0.1 0.0 0.4
H 0.0 0.0 -0.1

=====

No. 3
Formula: C17H24N4O3
Source: the OMol25 dataset
Level of theory: the ωB97M-V functional and the def2-TZVPD basis

Properties
frontier orbital gap = 8.40 eV
LUMO = 0.0202 Ha
energy relative to the best compared isomer or geometry (same formula, charge and spin) = 102.8 kcal/mol
structure (SMILES) = NCCCC[C@H](N)C(=O)N[C@@H](Cc1c[nH]c2ccccc12)C(=O)O

Cartesian coordinates (Å):
C 1.4976 -0.2653 -0.4116
C 0.3859 -1.3229 -0.6415
C 2.5693 -0.7873 0.4926
C 3.8978 0.0680 0.3215
C 5.1394 -0.4651 1.0352
C 5.5987 -1.9083 0.8798
C -1.9141 -1.7017 -1.1767
C -2.1126 -1.8444 -2.7150
C -3.2584 -1.4141 -0.4136
C -3.6413 0.0302 -0.2001
C -4.8701 0.4308 -0.7604
C -3.0450 1.3023 0.2730
C -3.9925 2.3489 0.0711
C -1.7666 1.7071 0.9875
C -3.9098 3.7200 0.3988
C -1.8532 2.9690 1.5889
C -2.7974 3.9927 1.1693
H 1.4894 1.4010 0.6888
H 0.7629 1.6947 -0.7171
H 1.8895 -0.1410 -1.4913
H 2.8365 -1.8555 0.2581
H 2.1772 -0.8666 1.4476
H 3.7222 1.1664 0.5889
H 4.2654 0.2569 -0.7019
H 5.0145 -0.1614 2.1510
H 6.0999 0.2882 0.7058
H 6.5900 -1.9315 0.4154
H 4.7760 -2.5603 0.2179
H 4.7125 -2.5761 2.7740
H 6.2323 -3.2508 2.2365
H -1.1279 0.1805 -0.6548
H -1.5731 -2.7357 -0.8493
H -2.9828 -1.8671 0.5959
H -4.1459 -2.0241 -0.7253
H -5.4382 -0.1699 -1.3911
H -5.8353 2.2788 -0.9719
H -0.9200 1.0965 1.1127
H -4.8222 4.2308 0.0559
H -1.1396 3.2359 2.3030
H -2.7491 4.9283 1.6643
H -2.8549 -0.9614 -4.1582
N 0.8593 0.9561 0.0197
N 5.5709 -2.4968 2.2054
N -0.8506 -0.8152 -0.8383
N -4.9894 1.7678 -0.6445
O 0.7120 -2.5406 -0.6263
O -1.2270 -2.3693 -3.3371
O -2.9824 -1.0184 -3.2326

Forces on atoms 1 to 6 (eV/Å):
C -1.0 -0.8 -3.1
C 2.2 -2.0 0.9
C 2.8 -0.3 -2.6
C -0.3 1.1 0.0
C 2.0 3.9 1.2
C -3.8 -1.2 -0.5

=====

No. 4
Formula: C17H24N4O3
Source: the OMol25 dataset
Level of theory: the ωB97M-V functional and the def2-TZVPD basis

Properties
frontier orbital gap = 8.20 eV
LUMO = 0.0189 Ha
energy relative to the best compared isomer or geometry (same formula, charge and spin) = 427.6 kcal/mol

Cartesian coordinates (Å):
C 4.0644 -1.0603 5.0611
H 4.7913 -0.7806 4.1262
O 2.8744 -0.4852 4.6828
C 2.1761 -0.7853 3.7254
C 2.7316 -1.5549 2.8518
C 1.8285 -2.0762 1.8315
N 2.2308 -3.0005 1.0540
C 1.7329 -3.3355 -0.1816
N 0.5243 -2.8585 -0.4554
C -0.1199 -1.8861 0.3424
N -1.3080 -1.6762 0.0559
H -1.5201 -0.7687 0.6144
C -1.9436 -1.5870 -1.1425
H -1.8085 -2.9119 -1.4303
C -1.4534 -0.8574 -2.3516
H -0.5897 -1.0743 -2.3520
C -1.9697 0.7199 -2.0304
N -1.9227 1.3535 -3.2356
C -2.4544 2.5932 -3.3231
C -2.6036 3.2523 -4.4854
O -1.1197 3.5039 -5.0498
C -0.6714 2.0731 -5.0671
C -0.5488 1.3907 -3.8615
H -0.1811 0.4233 -3.8972
H 0.3542 2.0044 -3.2916
H 0.3874 2.4417 -5.6575
H -1.1704 1.7829 -5.8346
H -2.9021 4.2109 -4.5501
H -3.2028 2.7168 -5.1017
H -3.5871 2.5368 -2.7980
H -1.8771 3.1934 -2.5236
H -1.0716 1.0406 -1.3347
H -2.9327 0.6205 -1.7195
H -2.0754 -1.1062 -3.1667
H -3.0886 -1.6400 -0.9346
C 0.5734 -1.7006 1.4317
C 0.2981 -0.5367 2.3907
C 0.6642 -0.3221 3.6607
O 0.3079 0.6509 4.3786
C 0.8170 0.8752 5.7139
H 1.6136 1.6191 5.5560
H 0.8047 0.0108 6.4532
H 0.1146 1.7339 6.1760
H -0.8277 0.0069 2.4815
H 2.1142 -4.1467 -0.8042
H 3.5199 -2.1385 2.8485
H 4.4556 -0.4935 5.9809
H 3.9709 -1.9717 5.1631

Forces on atoms 1 to 6 (eV/Å):
C 4.1 10.7 -2.8
H -1.0 -1.1 2.4
O 1.2 4.2 7.7
C -4.1 -0.7 -1.4
C -5.7 -1.4 -4.7
C -0.1 -0.8 -2.3

=====

No. 5
Formula: C17H24N6O3
Source: the OMol25 dataset
Level of theory: the ωB97M-V functional and the def2-TZVPD basis

Properties
frontier orbital gap = 8.34 eV
LUMO = 0.0102 Ha
energy relative to the best compared isomer or geometry (same formula, charge and spin) = 239.3 kcal/mol

Cartesian coordinates (Å):
C 1.7232 -0.8387 1.9756
C 0.8565 -1.0528 0.6021
C 0.8136 -1.0145 3.2771
C -0.5082 -0.2795 3.5064
C -1.1733 -0.7037 4.9212
C -0.4383 0.4514 7.0421
C 0.7740 0.2796 -1.5082
C -0.4947 0.9100 -0.8264
C 0.1131 -0.7454 -2.4740
C -0.7141 -0.4068 -3.6600
C -2.1481 -0.6137 -4.0627
C -0.2478 0.2580 -4.8118
C -1.1967 0.2120 -5.8076
C 1.0884 0.7235 -4.9988
C -0.7844 0.2946 -7.2409
C 1.5797 0.9090 -6.3684
C 0.5207 0.6365 -7.4652
H 1.6950 1.3520 1.9741
H 3.1150 0.7872 2.3494
H 2.5294 -1.7401 1.9939
H 1.1832 -1.0055 4.3800
H 0.5535 -2.2053 3.1473
H -0.1792 0.7252 3.6665
H -1.2071 -0.1103 2.6992
H -2.1417 0.0214 4.8848
H -1.6876 -1.7019 4.9557
H -0.1861 -1.4284 6.6296
H 0.7164 -0.4957 8.5359
H -0.5583 2.3478 7.5032
H -1.4406 1.7666 5.4192
H 2.3225 -0.1007 -0.2218
H 1.5213 0.9249 -2.1939
H -0.6356 -1.4017 -1.7793
H 0.8289 -1.5554 -2.7847
H -3.0429 -0.6572 -3.4457
H -3.2654 -0.3878 -5.9653
H 1.7397 0.7824 -4.1767
H -1.4318 0.4130 -8.2324
H 2.5511 1.4140 -6.4925
H 0.6527 0.5415 -8.5445
H -1.2816 0.7374 -2.6306
N 2.2690 0.5068 1.7150
N -0.2314 -0.5143 6.0637
N 0.2473 0.4304 8.2822
N -1.0260 1.6597 6.7357
N 1.4050 -0.4453 -0.4787
N -2.3280 -0.1747 -5.3831
O -0.2019 -1.6970 0.5683
O -0.6066 1.0794 0.3779
O -1.6421 1.1121 -1.6525

Forces on atoms 1 to 6 (eV/Å):
C -0.6 -0.3 0.0
C -2.2 -1.7 1.4
C -0.9 -4.6 0.1
C 0.6 -0.2 1.3
C -2.1 1.9 -1.9
C 3.8 1.1 3.7

=====

No. 6
Formula: C17H25AlINO2PS
Source: the OMol25 dataset
Level of theory: the ωB97M-V functional and the def2-TZVPD basis

Properties
frontier orbital gap = 7.04 eV
LUMO = 0.0996 Ha
net charge = -1

Cartesian coordinates (Å):
C 3.6978 -1.2059 0.2744
C 3.5099 -0.0663 0.6483
C 3.2535 1.4066 0.8515
Al 1.4642 1.8299 -0.0578
I 2.2364 3.2591 -2.0763
O 0.1697 2.5866 0.9924
C -0.8139 1.6404 1.3109
S -2.4012 2.6667 1.1378
N -0.7017 1.4976 2.7728
C 0.6591 1.2340 3.2362
C 0.6738 0.4123 4.5774
C -0.7818 0.3317 0.3948
C -1.9684 0.0789 -0.6032
C -1.8727 0.8347 -1.9607
C -1.0056 0.1125 -3.0140
C -0.0500 0.8343 -3.7634
C 0.7477 0.2053 -4.7376
C 0.5971 -1.1738 -4.9800
C -0.3700 -1.9046 -4.2605
C -1.1639 -1.2691 -3.2834
P -0.7381 -1.2486 1.4533
C -2.4415 -1.9585 1.7370
C 0.4520 -2.5016 0.7699
O 0.4333 0.3653 -0.3207
H 4.0785 -2.1760 0.0002
H 3.2218 1.6311 1.9344
H 4.0993 1.9308 0.3624
H -2.9428 2.6550 2.3912
H -1.3761 0.8457 3.1590
H 1.2233 2.1624 3.4354
H 1.1992 0.5881 2.5059
H 0.7207 1.0707 5.4635
H 1.6271 -0.1627 4.5698
H -0.1320 -0.3414 4.6196
H -1.9928 -1.0069 -0.8342
H -2.9322 0.3075 -0.1130
H -1.6031 1.9039 -1.8631
H -2.9025 0.8289 -2.3931
H 0.0323 1.9075 -3.5556
H 1.4889 0.8137 -5.2722
H 1.2504 -1.6363 -5.7326
H -0.5015 -2.9752 -4.4791
H -1.9151 -1.8608 -2.7416
H -3.1363 -1.0923 1.8078
H -2.4892 -2.5028 2.6986
H -2.7969 -2.5690 0.8807
H 0.0492 -3.5265 0.9179
H 1.3578 -2.4471 1.4066
H 0.7861 -2.3156 -0.2676

Forces on atoms 1 to 6 (eV/Å):
C 0.4 0.4 0.3
C -0.1 0.7 -0.4
C 0.1 -1.4 -0.2
Al -0.6 -0.5 0.8
I -0.1 0.0 0.1
O 0.6 -1.7 -1.4